{
  "formula": "C2H6O2S",
  "method": "ωB97M-V with the def2-TZVPD basis set",
  "fmax_ev_per_a": 5.10,
  "homo_energy_ha": [-0.3017, -0.2946],
  "charge": 0,
  "orbital_gap_ev": [8.64, 7.82],
  "species": ["C", "C", "O", "O", "S", "H", "H", "H", "H", "H", "H"],
  "xyz": [[-1.15899, -0.67292, -0.08389], [1.23524, 1.32025, 0.25388], [-2.41723, -0.64779, -0.59949], [1.88593, -1.26719, 0.25736], [1.39265, -0.25574, -0.70338], [-1.12405, 0.06199, 0.68847], [-2.60460, -1.41616, -1.20804], [-0.73587, -1.58662, 0.20412], [1.96981, 1.86425, -0.17667], [0.09335, 1.56630, 0.09309], [1.46376, 1.03363, 1.27455]],
  "atomic_forces_ev_per_a": [[-0.4, 0.7, 0.0], [-4.2, -2.8, 0.1], [-0.1, -1.1, -1.4], [0.2, -0.5, 0.3], [-1.2, 0.4, 0.1], [0.3, 0.6, 0.3], [0.5, 1.1, 1.0], [0.5, -1.5, 0.0], [1.8, 2.6, -1.1], [2.8, 0.4, 0.4], [-0.1, 0.2, 0.2]],
  "mulliken_charge": [-0.563, -0.766, -0.473, -0.516, 0.385, 0.323, 0.341, 0.410, 0.366, 0.227, 0.266]
}

{
  "formula": "C2H6O2S",
  "method": "ωB97M-V with the def2-TZVPD basis set",
  "fmax_ev_per_a": 1.04,
  "homo_energy_ha": [-0.5835, -0.5703],
  "charge": 1,
  "orbital_gap_ev": [11.84, 6.31],
  "multiplicity": 2,
  "species": ["C", "S", "H", "H", "H", "H", "O", "C", "O", "H", "H"],
  "xyz": [[1.44491, -0.60229, -0.97408], [0.70037, 0.98649, -1.22611], [1.21398, -0.93629, 0.03020], [1.04294, -1.29363, -1.73330], [2.53311, -0.48477, -1.06024], [1.26917, 1.62145, -0.17378], [-0.45754, 0.22867, 1.47940], [-1.61571, -0.08184, 1.35360], [-2.31886, 0.35639, 0.32692], [-2.19377, -0.65744, 2.08724], [-1.61860, 0.86328, -0.10985]],
  "atomic_forces_ev_per_a": [[0.1, -0.3, -0.6], [0.0, -0.1, 0.6], [-0.1, 0.0, 0.3], [0.3, 0.4, 0.3], [-0.1, -0.1, -0.1], [0.0, 0.0, -0.1], [1.0, -0.2, -0.1], [-0.8, 0.2, 0.5], [0.1, -0.4, 0.1], [0.1, -0.1, -0.2], [-0.5, 0.5, -0.7]],
  "mulliken_charge": [-0.653, 0.200, 0.312, 0.336, 0.369, 0.312, -0.470, 0.302, -0.318, 0.376, 0.233]
}

{
  "formula": "C2H6O2Se",
  "method": "ωB97M-V with the def2-TZVPD basis set",
  "fmax_ev_per_a": 3.99,
  "homo_energy_ha": -0.3121,
  "charge": 0,
  "orbital_gap_ev": 8.94,
  "species": ["C", "C", "O", "O", "Se", "H", "H", "H", "H", "H", "H"],
  "xyz": [[1.40579, 2.73124, -0.40597], [-0.89242, -1.43912, 0.54133], [0.93961, 1.61855, -0.35958], [-1.94532, -2.17195, 1.13246], [-0.77807, -1.37488, -1.49025], [2.46050, 2.84554, -0.26231], [1.05297, 3.64183, -0.83248], [-0.04949, -1.82163, 1.00015], [-1.10025, -0.33754, 0.93749], [0.60852, -0.63367, -1.49993], [-1.70183, -3.05837, 1.23908]],
  "atomic_forces_ev_per_a": [[1.4, -1.8, -0.9], [-2.4, 3.1, 0.9], [-0.7, 1.0, 0.2], [-1.1, 2.0, -1.1], [1.4, 0.4, 0.9], [1.3, 0.0, 0.9], [-1.9, 0.8, -0.2], [2.4, -0.3, 0.2], [0.8, -2.2, -1.2], [-1.7, -0.9, 0.2], [0.6, -2.0, 0.1]],
  "mulliken_charge": [-0.069, -0.411, -0.363, -0.497, -0.113, 0.200, 0.242, 0.400, 0.216, 0.087, 0.308]
}

{
  "formula": "C2H6O2Se",
  "method": "ωB97M-V with the def2-TZVPD basis set",
  "fmax_ev_per_a": 4.06,
  "homo_energy_ha": -0.3251,
  "charge": 0,
  "orbital_gap_ev": 9.43,
  "species": ["C", "C", "O", "O", "Se", "H", "H", "H", "H", "H", "H"],
  "xyz": [[0.94708, -1.14158, -0.57446], [-0.41427, 1.27107, 0.02097], [0.48932, -1.74068, 0.58260], [-1.32066, 0.69411, 1.02068], [1.46158, 0.68617, -0.28254], [0.10046, -1.20073, -1.35979], [1.83169, -1.84794, -0.95759], [-0.59799, 2.28826, -0.01936], [-0.79028, 0.81967, -0.92071], [-0.27348, -1.22089, 0.83554], [-1.43346, 1.39254, 1.65465]],
  "atomic_forces_ev_per_a": [[0.3, -2.5, -2.3], [-1.3, -3.6, -1.4], [0.0, -0.3, 0.5], [1.7, 0.2, -0.9], [0.1, 0.8, 0.9], [1.4, 0.4, 0.8], [-1.7, 2.1, 0.7], [0.4, 2.1, -0.1], [-0.2, 0.6, 0.4], [-0.5, 0.0, 0.6], [-0.1, 0.2, 0.8]],
  "mulliken_charge": [-0.470, -0.586, -0.480, -0.518, 0.063, 0.283, 0.256, 0.506, 0.236, 0.396, 0.313]
}

Repeat the second record exactly.
{
  "formula": "C2H6O2S",
  "method": "ωB97M-V with the def2-TZVPD basis set",
  "fmax_ev_per_a": 1.04,
  "homo_energy_ha": [-0.5835, -0.5703],
  "charge": 1,
  "orbital_gap_ev": [11.84, 6.31],
  "multiplicity": 2,
  "species": ["C", "S", "H", "H", "H", "H", "O", "C", "O", "H", "H"],
  "xyz": [[1.44491, -0.60229, -0.97408], [0.70037, 0.98649, -1.22611], [1.21398, -0.93629, 0.03020], [1.04294, -1.29363, -1.73330], [2.53311, -0.48477, -1.06024], [1.26917, 1.62145, -0.17378], [-0.45754, 0.22867, 1.47940], [-1.61571, -0.08184, 1.35360], [-2.31886, 0.35639, 0.32692], [-2.19377, -0.65744, 2.08724], [-1.61860, 0.86328, -0.10985]],
  "atomic_forces_ev_per_a": [[0.1, -0.3, -0.6], [0.0, -0.1, 0.6], [-0.1, 0.0, 0.3], [0.3, 0.4, 0.3], [-0.1, -0.1, -0.1], [0.0, 0.0, -0.1], [1.0, -0.2, -0.1], [-0.8, 0.2, 0.5], [0.1, -0.4, 0.1], [0.1, -0.1, -0.2], [-0.5, 0.5, -0.7]],
  "mulliken_charge": [-0.653, 0.200, 0.312, 0.336, 0.369, 0.312, -0.470, 0.302, -0.318, 0.376, 0.233]
}

- What is the charge in the fourth record?
  0

- Look up the charge of the second one.
  +1